Entry 1:
# C35H67Br2ClCsIN3NaO6P

A structure of composition C35H67Br2ClCsIN3NaO6P at a distorted geometry (the ωB97M-V functional and the def2-TZVPD basis, OMol25).

Atoms and positions in Å:
C 1.4540 4.6170 -2.9100
C 1.8175 3.4095 -1.8947
C 2.0491 1.9903 -2.6650
C 0.7467 1.0138 -2.5321
N 1.2105 -0.2974 -2.1334
C 0.3041 -1.4212 -1.9549
C 0.8247 -2.5768 -2.9886
C 0.6462 -2.1337 -4.5513
C 2.3809 -2.9573 -2.8425
C 3.3774 -2.3347 -3.9343
C 4.8837 -2.4260 -3.3020
C -1.1644 -1.0642 -2.4662
N -2.0386 -0.2024 -1.6118
P -3.7469 -0.7086 -2.0379
C -4.8680 0.8577 -2.0940
O -4.4134 -1.7302 -0.8364
C -1.7200 -0.0881 -0.1734
I -3.1899 0.8115 1.1371
C -1.1811 -1.5441 0.3267
C 0.1830 -1.9900 -0.4011
C 1.3203 -1.1647 0.4337
O 1.3510 -1.4586 1.8402
C 2.4690 -0.8541 2.4780
C 3.9465 -1.1164 2.0426
C 5.2033 -0.5191 2.7233
C 6.7083 -0.8283 2.1722
C 4.9920 0.3886 3.9563
C 3.5229 0.6908 4.4236
C 2.2567 0.0913 3.7179
C 0.8270 0.4445 4.3298
C 0.8183 1.7215 5.3090
C -0.3308 0.6807 3.2354
C 0.5910 -3.5168 -0.2069
Br 2.3916 -4.1356 0.4681
C -0.2206 -4.6572 -0.5087
C 0.2607 -6.1881 -0.2635
Br -2.0010 -4.4930 -1.3090
H 2.1149 5.5052 -2.5966
H 1.6609 4.2560 -3.9728
H 0.3626 4.9650 -2.8006
H 2.7643 3.7107 -1.3069
H 0.9809 3.3450 -1.1175
H 2.9857 1.5420 -2.1897
H 2.3121 2.2107 -3.7618
H 0.0205 1.5761 -1.8523
H 0.2935 0.9981 -3.6012
H 2.2051 -0.4311 -1.9951
H 0.1719 -3.5289 -2.9309
H -0.4733 -2.0791 -4.8515
H 1.0667 -1.0982 -4.7707
H 1.0628 -2.9536 -5.2499
H 2.4436 -4.1100 -2.8016
H 2.7254 -2.4983 -1.8368
H 3.2136 -1.2222 -4.1477
H 3.3065 -2.9318 -4.9128
H 5.3355 -1.3628 -3.3126
H 4.8269 -2.7974 -2.2173
H 5.5438 -3.1563 -3.8789
H -1.7410 -2.0549 -2.6245
H -1.2155 -0.5804 -3.5143
H -1.9856 0.7642 -2.0132
H -5.5753 0.8421 -1.1851
H -4.2623 1.8201 -2.1780
H -5.5359 0.7329 -3.0186
H -5.3947 -1.6119 -0.9375
H -0.7966 0.6042 -0.0857
H -2.0710 -2.2385 0.1950
H -1.0899 -1.4136 1.4707
H 2.3497 -1.3201 -0.0709
H 1.1475 -0.0236 0.3821
H 4.0805 -1.8166 1.1352
H 7.4692 -0.9490 3.0554
H 7.0616 0.1093 1.5623
H 6.7217 -1.7261 1.4313
H 5.8747 0.8312 4.5216
H 3.4591 1.3602 5.3566
H 0.4846 -0.4547 4.9733
H 1.4860 1.5408 6.2325
H 1.3567 2.5671 4.7254
H -0.2370 2.0477 5.5821
H -0.9938 -0.2534 3.2402
H 0.0796 0.8369 2.1821
H -0.9975 1.5528 3.5963
H 0.4751 -6.2712 0.8658
H 1.2134 -6.3794 -0.8700
H -0.5824 -6.9205 -0.4831
C 1.5508 -0.0816 9.6402
C 0.9696 1.3429 9.5009
O 0.7492 1.5625 8.2046
H 2.4982 -0.1887 9.1019
H 1.7474 -0.3030 10.6976
H 0.8557 -0.8423 9.2705
H 1.6893 2.0007 10.0269
H 0.1025 1.3691 10.1897
Cl 3.8173 1.2851 1.4801
C -8.1183 2.6507 -2.9897
O -7.1950 2.4809 -2.2239
N -8.1039 3.4826 -4.0749
C -9.2517 3.6362 -4.9486
C -6.8980 4.2398 -4.3633
H -9.0804 2.1220 -2.8590
H -8.9681 3.3430 -5.9636
H -9.5655 4.6823 -4.9433
H -10.0798 3.0162 -4.6162
H -6.0692 3.5461 -4.5215
H -6.6631 4.8774 -3.5083
H -7.0362 4.8552 -5.2527
Na -10.5762 1.6452 -4.3919
Cs 8.5020 -2.0168 2.2000
C -1.2194 -3.5850 4.1005
O -1.8085 -2.3185 4.3583
H -0.6195 -3.8753 4.9629
H -2.0029 -4.3303 3.9376
H -0.5761 -3.5203 3.2181
H -2.3334 -2.0847 3.5812
O 2.1633 7.9908 -4.3547
H 2.0529 8.1394 -3.4077
H 2.1005 7.0325 -4.4497

The molar mass is 1135.0 g/mol. The largest force on an atom comes out at 18.7 eV/Å. The net charge is +1. Its calculated total energy is -8418.0118 Ha. Its orbital gap is 0.8 eV.

Mulliken population analysis, charges in e, atoms 1 to 4:
1. C -0.967
2. C -0.354
3. C -0.778
4. C -0.108

---

Entry 2:
# C35H68BrN6O2PS

A cluster of 7 separate species, C35H68BrN6O2PS in total at a distorted geometry (the ωB97M-V functional and the def2-TZVPD basis, OMol25).

Atoms and positions in Å:
C 4.9618 -4.2576 -3.5331
C 3.5533 -3.6637 -2.8748
C 2.3225 -4.7471 -2.8590
C 0.8773 -3.9679 -3.0176
C 0.2891 -3.3735 -1.5786
C -1.3504 -3.3372 -1.5027
C -1.9761 -1.8176 -1.2484
P -1.5152 -0.5493 -2.5981
C -0.6029 0.6170 -1.3921
C 0.7528 1.3276 -2.0662
C 1.2519 2.4777 -0.9595
Br 2.3156 0.0210 -2.1709
S -2.4514 -1.6614 -4.1803
C -4.1206 -2.3937 -3.7518
O -2.6990 -0.6934 -5.4026
O -1.5825 -2.8243 -4.7523
H 5.8212 -4.3892 -2.7159
H 5.3870 -3.4810 -4.3308
H 4.7081 -5.2844 -4.0386
H 3.2021 -2.7628 -3.5582
H 3.7141 -3.2257 -1.8001
H 2.3152 -5.3862 -1.8698
H 2.4303 -5.5230 -3.7539
H 0.0626 -4.7635 -3.3731
H 0.9679 -3.0922 -3.8203
H 0.7988 -2.3395 -1.2746
H 0.6692 -4.1500 -0.7552
H -1.6475 -3.9547 -0.5251
H -1.8906 -3.8984 -2.3932
H -1.6359 -1.5223 -0.1532
H -3.1568 -1.9748 -1.1684
H -0.2884 -0.5730 -3.3997
H -2.4814 0.5328 -2.8270
H -0.2290 0.1230 -0.3996
H -1.3497 1.5059 -1.1156
H 0.5275 1.8480 -3.0901
H 1.1409 2.0943 0.1575
H 0.7365 3.5158 -1.1277
H 2.4204 2.6038 -1.1668
H -4.8222 -2.4981 -4.7119
H -4.6995 -1.8348 -2.9009
H -3.9254 -3.5201 -3.4072
C -0.7025 -1.0318 3.2682
C -1.0810 -1.9909 4.3923
C -0.5251 -3.4009 4.1838
C -1.0767 -3.9849 2.8934
N -1.5343 -4.4692 1.8230
H -1.1164 -1.3522 2.3068
H -1.0963 -0.0313 3.4735
H 0.3862 -0.9559 3.1672
H -2.1744 -2.0301 4.4717
H -0.7033 -1.5936 5.3408
H -0.8119 -4.0454 5.0215
H 0.5688 -3.3794 4.1311
C 0.7378 6.5160 -3.2699
C 0.9052 7.9494 -2.7759
C 1.5754 8.0312 -1.4030
C 0.7291 7.2997 -0.3739
N 0.0268 6.6930 0.4797
H 0.0864 5.9344 -2.6099
H 0.2817 6.5079 -4.2650
H 1.7066 6.0076 -3.3345
H -0.0808 8.4287 -2.7376
H 1.5065 8.5077 -3.5018
H 1.6848 9.0779 -1.1001
H 2.5735 7.5809 -1.4347
C 0.5157 5.4549 5.8662
C 1.6785 5.3388 4.8858
C 1.2261 5.0032 3.4633
C 0.5009 3.6674 3.4567
N -0.1006 2.5592 3.4514
H -0.0259 4.5087 5.9650
H 0.8834 5.7235 6.8617
H -0.1932 6.2265 5.5446
H 2.3714 4.5690 5.2471
H 2.2282 6.2863 4.8726
H 2.0934 4.9447 2.7973
H 0.5552 5.7795 3.0797
C -0.8710 3.1102 9.4242
C -0.9856 1.8104 8.6342
C 0.3518 1.0814 8.4908
C 1.3428 1.9668 7.7531
N 2.1649 2.7013 7.1410
H -0.2163 3.8309 8.9240
H -1.8540 3.5811 9.5256
H -0.4761 2.9248 10.4296
H -1.3958 2.0337 7.6417
H -1.7010 1.1506 9.1373
H 0.2142 0.1509 7.9299
H 0.7590 0.8272 9.4754
C 1.8007 -9.0894 -4.1134
C 1.9408 -9.9383 -2.8538
C 2.7593 -9.2495 -1.7601
C 4.1640 -8.9699 -2.2690
N 5.3293 -8.7380 -2.6913
H 2.7720 -8.8926 -4.5784
H 1.1854 -9.6086 -4.8551
H 1.3248 -8.1282 -3.8878
H 2.4071 -10.8946 -3.1208
H 0.9420 -10.1645 -2.4647
H 2.8189 -9.8915 -0.8749
H 2.2887 -8.3057 -1.4639
C -4.9906 4.0883 -2.2310
C -4.6427 4.4549 -3.6702
C -3.6521 3.4799 -4.3097
C -2.3520 3.4784 -3.5222
N -1.2735 3.4773 -2.8689
H -4.1106 4.1232 -1.5809
H -5.7218 4.7947 -1.8252
H -5.4211 3.0819 -2.1755
H -4.2286 5.4705 -3.6873
H -5.5626 4.4722 -4.2649
H -3.4459 3.7778 -5.3432
H -4.0656 2.4657 -4.3247

The molar mass is 747.9 g/mol. The SMILES is CCCCCCC[PH2](C[C@@H](C)Br)S(C)(=O)=O.CCCC#N.CCCC#N.CCCC#N.CCCC#N.CCCC#N.CCCC#N. The largest force on an atom comes out at 10.1 eV/Å. Its calculated total energy is -5166.4834 Ha. Its orbital gap is 9.1 eV.

Mulliken population analysis, charges in e, atoms 1 to 4:
1. C -0.906
2. C -0.058
3. C -0.402
4. C -0.260

---

Entry 3:
# C35H68N12O3Ti

A structure of composition C35H68N12O3Ti at a distorted geometry (the ωB97M-V functional and the def2-TZVPD basis, OMol25).

Atoms and positions in Å:
Ti -0.4490 0.3547 -0.0329
C -4.4982 -2.5385 -2.7464
N -3.2971 -2.5313 -1.9430
C -2.6432 -3.8145 -1.8532
C -2.5338 -1.3537 -1.8496
N -1.9331 -0.9936 -0.7459
C -2.3744 -1.5757 0.5024
C -1.2186 -2.2526 1.2638
N 0.0650 -1.6198 0.9256
C 0.9405 -2.5335 0.1843
C 1.5638 -1.9571 -1.0987
N 2.4506 -0.8544 -0.8813
C 3.7211 -0.9344 -0.9669
N 4.4469 0.2178 -0.9827
C 5.8776 0.2559 -0.8311
C 3.8091 1.4982 -1.1526
N 4.5446 -2.0930 -1.0153
C 5.0958 -2.4959 -2.2885
C 4.3242 -3.1671 -0.0807
C 0.7177 -1.1013 2.1257
C 1.7136 0.0203 1.8606
N 1.1777 1.1246 1.0799
C 1.6162 2.2997 1.4306
N 2.5152 2.5059 2.4969
C 2.0499 3.1938 3.6776
C 3.8466 1.9615 2.5769
N 1.2476 3.4712 0.8258
C 2.0172 4.6842 0.9817
C 0.1704 3.6275 -0.1184
N -2.6045 -0.5502 -2.9565
C -2.1730 -1.0631 -4.2352
C -2.6757 0.8887 -2.8664
H -5.2370 -3.1764 -2.2565
H -4.3388 -2.9266 -3.7588
H -4.8944 -1.5272 -2.8123
H -2.5050 -4.2606 -2.8474
H -3.2458 -4.5111 -1.2638
H -1.6681 -3.6955 -1.3875
H -3.1988 -2.2887 0.3565
H -2.7636 -0.7510 1.1167
H -1.2015 -3.3216 1.0116
H -1.4117 -2.1917 2.3415
H 0.3657 -3.4081 -0.1437
H 1.7310 -2.8927 0.8591
H 0.7372 -1.5586 -1.7135
H 2.0450 -2.7964 -1.6311
H 6.2487 -0.7352 -0.5840
H 6.1487 0.9520 -0.0326
H 6.3556 0.5992 -1.7555
H 2.7680 1.3407 -1.4476
H 4.3519 2.0682 -1.9120
H 3.8275 2.0808 -0.2282
H 5.3312 -1.6105 -2.8757
H 4.4016 -3.1257 -2.8660
H 6.0157 -3.0639 -2.1145
H 3.9465 -2.7517 0.8528
H 5.2857 -3.6479 0.1273
H 3.6314 -3.9443 -0.4362
H 1.2571 -1.9088 2.6545
H -0.0241 -0.6886 2.8096
H 2.5945 -0.3797 1.3438
H 2.0099 0.3678 2.8543
H 1.0658 3.6124 3.4878
H 2.7340 4.0028 3.9657
H 1.9604 2.5035 4.5258
H 4.0428 1.3075 1.7339
H 3.9980 1.3872 3.4996
H 4.5942 2.7700 2.5697
H 2.9435 4.5009 1.5154
H 1.4453 5.4472 1.5213
H 2.2558 5.0896 -0.0069
H -0.4800 2.7506 -0.1026
H 0.5584 3.7386 -1.1369
H -0.4024 4.5261 0.1387
H -2.1551 -2.1490 -4.2240
H -1.1635 -0.7061 -4.4568
H -2.8462 -0.7210 -5.0242
H -1.7576 1.3570 -3.2253
H -2.8150 1.1799 -1.8285
H -3.5250 1.2318 -3.4654
C 2.5835 1.5138 -4.5297
C 1.1565 1.9679 -4.1893
C 0.2490 1.5971 -5.3741
C 1.1382 3.4969 -4.0284
C 0.6864 1.3659 -2.9258
C 0.2802 0.9243 -1.8675
H 2.8531 1.8568 -5.5281
H 2.6584 0.4290 -4.5044
H 3.2966 1.9236 -3.8220
H 0.5688 2.1441 -6.2612
H -0.7880 1.8522 -5.1724
H 0.3162 0.5331 -5.5915
H 1.5170 3.9748 -4.9316
H 1.7616 3.7957 -3.1868
H 0.1221 3.8446 -3.8487
C -4.7094 0.4127 5.6934
C -3.4832 0.2321 4.8082
C -2.9599 1.5002 4.0833
C -2.7401 2.6737 5.0541
C -2.2451 3.9130 4.3153
C -3.9724 1.9498 3.0457
O -5.0948 2.3521 3.3144
N -3.5623 1.8857 1.7405
C -2.3031 1.4741 1.3293
O -2.0278 1.5024 0.0869
N -1.3890 1.0510 2.1877
C -1.5923 1.0789 3.5128
O -0.7110 0.7075 4.2942
H -5.1014 -0.5665 5.9594
H -5.4809 0.9688 5.1703
H -4.4576 0.9378 6.6116
H -3.7100 -0.5132 4.0344
H -2.6546 -0.1518 5.4127
H -2.0037 2.3683 5.7973
H -3.6816 2.9041 5.5492
H -1.3044 3.7098 3.8039
H -2.0907 4.7355 5.0110
H -2.9755 4.2254 3.5700
H -4.2148 2.2005 1.0302

The molar mass is 752.9 g/mol. The calculation puts the relative energy (zero: lowest compared OMol25 entry of this formula, charge and spin) at 181.5 kJ/mol. The largest force on an atom comes out at 3.3 eV/Å. Its spin multiplicity is 3. Its calculated total energy is -3106.6486 Ha. Its orbital gap (spin up / spin down) is 5.0 / 8.1 eV.

Mulliken population analysis, charges in e, atoms 1 to 4:
1. Ti -0.632
2. C -1.080
3. N 0.534
4. C -0.865

---

Entry 4:
# C35H69BaN9O23

A structure of composition C35H69BaN9O23 at a distorted geometry (the ωB97M-V functional and the def2-TZVPD basis, OMol25).

Atoms and positions in Å:
Ba -0.5910 -1.0010 -1.6813
C -1.2571 2.7681 -6.2892
C -0.2051 2.6314 -7.2893
C 1.0528 1.8897 -6.8084
O 1.9237 1.8497 -7.6811
C 1.1276 1.3495 -5.4120
C 0.1231 1.5456 -4.4881
C -1.2351 2.2442 -5.0470
O -2.2826 2.1077 -4.2912
O 0.1522 1.2434 -3.2724
O -0.2655 2.9279 -8.4626
H -2.2180 3.1550 -6.8048
H 2.1272 0.9744 -5.1867
C 2.5354 -1.1252 2.1227
C 1.6521 -1.3173 1.0877
C 1.0938 -2.6836 0.8836
O 0.1700 -2.6317 0.0027
C 1.3334 -3.7061 1.7857
C 2.2871 -3.6433 2.8451
C 3.0154 -2.1863 2.9600
O 3.9651 -2.0606 3.7060
O 2.5912 -4.4814 3.6963
O 1.2710 -0.4146 0.2749
H 2.8963 -0.1025 2.3564
H 0.6729 -4.5613 1.8074
C -1.8183 2.4463 8.3228
C -2.1750 2.5731 6.7633
C -1.6114 3.8962 6.3097
C -1.6197 3.9283 4.8042
C -0.7729 2.8030 4.2946
C -1.2747 1.4526 4.7156
N -1.4166 1.4549 6.1560
O -2.0763 0.2636 6.5139
C -2.6130 1.1112 3.8924
C -0.1889 0.4284 4.2979
C -3.7141 2.5405 6.6783
H -2.0380 1.4676 8.6525
H -2.3120 3.2564 8.8591
H -0.7316 2.5640 8.2667
H -2.2487 4.6405 6.7726
H -0.5907 3.9353 6.6932
H -1.2217 4.9213 4.5335
H -2.6171 3.9096 4.3786
H 0.2976 2.8864 4.5659
H -0.7703 2.7764 3.1984
H -3.1591 2.0271 3.5647
H -2.3511 0.3908 3.0991
H -3.3002 0.5887 4.5596
H 0.1976 0.8059 3.3302
H 0.6363 0.5621 5.0115
H -0.5864 -0.5655 4.4332
H -4.0234 1.5638 6.9000
H -4.0913 2.8199 5.6198
H -4.1230 3.1740 7.4311
H -1.4548 -0.4680 6.3939
C 4.5979 2.1346 -1.7594
O 5.2495 3.1012 -1.3813
N 4.8929 0.8868 -1.2975
N 3.4916 2.1562 -2.5770
H 4.6837 0.0819 -1.8244
H 5.8587 0.8293 -1.0238
H 3.1829 3.0668 -2.9664
H 2.7215 1.5439 -2.3912
C -3.0585 -1.7673 1.0295
O -3.0978 -1.8808 -0.1998
N -4.1654 -1.4022 1.7302
N -1.9803 -1.9905 1.7476
H -4.2423 -1.8401 2.6449
H -5.0480 -1.3910 1.2454
H -1.8978 -1.8175 2.7477
H -1.1795 -2.3052 1.2557
C -0.6589 -2.0148 -5.2214
O -0.2104 -2.4958 -4.1820
N 0.1658 -1.6034 -6.1906
N -2.0023 -1.8262 -5.4661
H 1.0770 -1.3194 -5.7610
H -0.2266 -1.0332 -6.9140
H -2.2747 -1.0139 -6.0541
H -2.5641 -2.0305 -4.6526
C -1.7124 2.0003 -0.0165
O -1.3468 0.8501 0.1479
N -1.3780 2.8071 -1.1181
N -2.4845 2.5938 0.8636
H -2.0863 3.5280 -1.3186
H -1.0658 2.3579 -1.9575
H -2.9325 3.4898 0.7992
H -2.6436 2.0343 1.7002
C -2.6676 -4.4218 -2.8664
C -1.3455 -4.6457 -2.1733
O -1.3682 -4.6021 -0.7741
O -3.2133 -3.1378 -2.6358
H -3.3691 -5.2215 -2.5161
H -2.5201 -4.6545 -3.8866
H -0.5824 -4.0034 -2.6262
H -1.0225 -5.6419 -2.5291
H -0.5926 -4.0523 -0.4224
H -3.2666 -2.9347 -1.6617
C 4.5508 -4.4457 0.5243
C 5.4182 -3.3385 -0.2734
O 4.7592 -2.0689 -0.5263
O 3.5709 -5.0121 -0.2443
H 4.2389 -3.9137 1.4344
H 5.3399 -5.2214 0.7443
H 5.7021 -3.7116 -1.2346
H 6.2342 -3.1662 0.4035
H 4.3115 -1.7949 0.2969
H 2.6777 -4.7067 0.0280
C -4.2241 -0.0692 -2.8894
C -4.6828 1.3413 -2.7917
O -4.6950 1.9694 -4.0744
O -2.7854 0.0109 -2.9564
H -4.6889 -0.6120 -3.7284
H -4.4541 -0.6671 -1.9752
H -4.0383 1.7656 -1.9874
H -5.6437 1.2492 -2.3612
H -3.7525 2.1472 -4.3524
H -2.5853 0.8645 -3.3639
C 4.1352 -1.5019 -3.9534
C 3.0451 -2.4106 -3.2196
O 2.5174 -1.7173 -2.1012
O 4.5731 -2.1853 -5.2204
H 5.0116 -1.3677 -3.3878
H 3.6676 -0.5705 -4.2142
H 3.4784 -3.3848 -2.9305
H 2.2552 -2.6481 -3.9652
H 3.1869 -1.9596 -1.3995
H 4.7015 -3.1149 -5.0642
C 2.2997 2.7475 0.7765
C 2.5963 3.6151 1.9843
O 2.6285 2.9808 3.2432
O 1.0597 2.1981 1.0840
H 3.0506 1.9360 0.6999
H 2.2652 3.3552 -0.1414
H 1.8454 4.4365 2.0417
H 3.5653 4.0495 1.9084
H 1.9407 2.2980 3.1138
H 1.0395 1.2829 0.7000

The molar mass is 1121.3 g/mol. The calculation puts the relative energy (zero: lowest compared OMol25 entry of this formula, charge and spin) at 0.0 kJ/mol. The largest force on an atom comes out at 3.8 eV/Å. The net charge is -2. Its calculated total energy is -3624.1536 Ha. Its orbital gap is 6.2 eV.

Mulliken population analysis, charges in e, atoms 1 to 4:
1. Ba -2.694
2. C -0.749
3. C 0.664
4. C 0.286